# C13H25BN3O6S

A cluster of 3 separate species, C13H25BN3O6S in total in a non-equilibrium geometry (wB97M-V/def2-TZVPD, the OMol25 dataset).

For the HOMO energy, the calculation gives -11.61 eV. The HOMO-LUMO gap is 6.80 eV.

```
! RIJCOSX wB97M-V def2-TZVPD def2/J DEFGRID3
* xyz 1 1
C 0.300 2.105 -5.299
N 1.543 2.772 -4.814
C 2.646 1.843 -4.443
C 2.870 1.778 -2.898
S 4.239 2.904 -2.380
C 1.531 2.059 -2.201
B 1.537 1.810 -0.593
O 0.379 1.270 -0.030
O 2.617 2.033 0.238
N 1.033 3.438 -2.521
C 1.276 3.719 -3.837
N 1.273 5.014 -4.209
H -0.517 2.104 -4.570
H 0.494 1.078 -5.603
H -0.036 2.632 -6.198
H 3.570 2.256 -4.861
H 2.528 0.841 -4.856
H 3.222 0.772 -2.655
H 3.790 4.128 -2.792
H 0.776 1.369 -2.607
H -0.343 1.678 -0.516
H 2.951 2.927 0.168
H 1.613 4.089 -1.992
H 2.123 5.351 -4.631
H 0.492 5.624 -4.035
O 1.296 -3.688 -1.000
C 0.572 -3.254 -0.151
O -0.358 -4.002 0.483
C -1.136 -3.170 1.363
C -0.267 -1.959 1.643
C 0.514 -1.826 0.341
H -2.068 -2.906 0.854
H -1.376 -3.726 2.268
H -0.837 -1.073 1.914
H 0.416 -2.176 2.463
H -0.019 -1.225 -0.396
H 1.514 -1.430 0.502
O -1.204 -1.926 4.534
C -2.151 -2.482 5.010
O -2.241 -3.828 5.106
C -3.535 -4.198 5.618
C -4.038 -2.967 6.352
C -3.411 -1.838 5.543
H -4.175 -4.472 4.777
H -3.428 -5.060 6.273
H -5.124 -2.919 6.416
H -3.641 -2.954 7.368
H -4.037 -1.542 4.699
H -3.173 -0.973 6.155
*
```